Density functional theory data (ωB97M-V/def2-TZVPD) for a cluster of 16 separate species, C72H176N10O32 in total at a distorted geometry.

Results
LUMO level: -1.00 eV
E: -5803.4712 Eh
max |F|: 4.7 eV Å⁻¹
molecular weight: 1694.2 g/mol
HOMO-LUMO gap: 7.17 eV
total charge: 0

Last columns: bonded neighbours and bond lengths (Å).
Geometry (Å):
1 O -4.664 -1.669 -2.852  C111 1.461, C113 1.418
2 O 4.546 8.376 -4.661  C60 1.401, C70 1.456
3 O -9.638 -3.302 0.456  C74 1.411, C99 1.393
4 O 2.644 -1.651 -6.586  C50 1.403, C86 1.424
5 O 3.580 4.778 -1.749  C93 1.401, C110 1.458
6 O 4.800 2.779 4.836  C54 1.428, H196 1.000
7 O 2.249 -1.015 -0.827  C87 1.257
8 O 8.686 1.227 6.913  C44 1.398, C72 1.417
9 O -1.125 2.815 0.567  C76 1.211
10 O -0.467 -3.721 3.116  C94 1.463, C100 1.427
11 O -0.401 -5.436 -0.100  C65 1.408, C101 1.414
12 O 1.347 2.797 1.718  C75 1.298
13 O -3.178 -4.119 -7.226  C61 1.454, C103 1.448
14 O -4.124 0.178 3.383  C69 1.381, C106 1.455
15 O 0.411 3.336 -4.049  C90 1.372, C112 1.476
16 O 0.565 7.233 2.498  C59 1.451, C82 1.407
17 O 3.975 3.310 2.194  C95 1.429, H228 1.025
18 O -7.342 1.373 -2.285  C92 1.466, C114 1.394
19 O 6.552 0.504 -0.715  C63 1.375, H285 0.981
20 O -3.866 2.747 0.743  C55 1.332, H171 1.007
21 O 4.524 -5.857 -2.815  C52 1.407, C88 1.390
22 O 2.776 0.401 8.032  C58 1.374, C81 1.408
23 O -0.301 -0.959 -1.873  C46 1.324, H179 1.012
24 O -4.317 2.253 -4.986  C91 1.406, C109 1.414
25 O -3.666 2.841 3.625  C84 1.446, H226 0.973
26 O -1.531 4.340 3.093  H127 0.985, H238 1.013
27 O -5.629 -3.931 2.159  C97 1.409, C98 1.444
28 O 4.157 -1.341 -2.943  C96 1.425, H265 0.998
29 O 0.971 -3.180 -2.372  H211 0.968, H252 0.994
30 O 4.101 -3.578 3.695  C66 1.418, C78 1.410
31 O 0.010 2.480 5.240  C64 1.400, C83 1.497
32 O -1.076 -6.325 -4.081  C45 1.407, C73 1.441
33 N 1.715 -2.139 3.344  C47 1.467, C51 1.442, H244 1.011
34 N 0.856 -4.470 -4.921  C68 1.529, C79 1.446, H154 1.024
35 N 5.346 6.931 -2.175  C67 1.488, C108 1.431, H250 1.040
36 N 6.074 1.677 7.174  C77 1.433, C85 1.424, H261 1.021
37 N -2.403 4.078 -3.460  C56 1.439, C89 1.483, H187 1.013
38 N -5.962 -0.030 0.771  C71 1.431, C104 1.468, H128 1.043
39 N 1.319 4.547 3.770  C62 1.468, C80 1.480, H119 1.044, H142 1.034
40 N 2.529 -5.027 -0.872  C43 1.502, C53 1.420, H266 1.042
41 N -2.912 -3.269 -4.607  C49 1.449, C107 1.484, H205 1.050
42 N -7.544 -4.703 -0.772  C48 1.425, C57 1.438, H220 1.007
43 C 3.872 -4.398 -1.112  N40 1.502, C52 1.533, H120 1.177, H156 1.105
44 C 8.188 2.517 6.707  O8 1.398, C77 1.532, H150 1.065, H239 1.096
45 C -1.840 -6.851 -3.022  O32 1.407, H166 1.114, H247 1.091, H282 1.132
46 C 0.089 -0.133 -0.913  O23 1.324, C87 1.485, C105 1.349
47 C 0.581 -1.657 2.548  N33 1.467, C94 1.545, H209 1.069, H259 1.127
48 C -6.512 -3.975 -0.113  N42 1.425, C97 1.513, H186 1.082, H219 1.106
49 C -2.349 -2.310 -3.678  N41 1.449, C113 1.572, H151 1.055, H167 1.120
50 C 1.744 -2.179 -5.648  O4 1.403, C68 1.532, H223 1.101, H254 1.127
51 C 2.937 -1.867 2.626  N33 1.442, C78 1.451, H149 1.068, H204 1.087
52 C 5.004 -5.302 -1.615  O21 1.407, C43 1.533, H243 1.101, H280 1.126
53 C 1.951 -4.765 0.398  N40 1.420, C65 1.548, H174 1.129, H222 1.118
54 C 5.664 2.494 3.735  O6 1.428, C95 1.529, H161 1.141, H290 1.095
55 C -4.111 3.876 1.406  O20 1.332, C84 1.573, H199 1.143, H201 1.160
56 C -1.366 4.088 -2.462  N37 1.439, C90 1.577, H155 1.059, H246 1.099
57 C -8.411 -3.882 -1.573  N42 1.438, C74 1.539, H152 1.088, H164 1.120
58 C 1.855 -0.476 7.514  O22 1.374, H146 1.074, H229 1.095, H240 1.064
59 C -0.018 7.577 1.216  O16 1.451, H276 1.129, H277 1.098, H286 1.073
60 C 3.348 9.003 -4.296  O2 1.401, H169 1.105, H215 1.086, H273 1.157
61 C -3.333 -5.380 -7.934  O13 1.454, H123 1.086, H158 1.124, H183 1.121
62 C 2.013 5.823 3.557  N39 1.468, C82 1.468, H176 1.101, H178 1.124
63 C 5.559 -0.369 -1.091  O19 1.375, C96 1.605, H124 1.114, H278 1.153
64 C -0.699 1.275 5.293  O31 1.400, H185 1.085, H191 1.083, H256 1.046
65 C 0.746 -5.698 0.672  O11 1.408, C53 1.548, H125 1.099, H213 1.061
66 C 5.374 -4.017 4.140  O30 1.418, H182 1.080, H241 1.099, H260 1.123
67 C 5.373 8.407 -2.370  N35 1.488, C70 1.487, H216 1.086, H267 1.116
68 C 1.982 -3.692 -5.602  N34 1.529, C50 1.532, H227 1.055, H242 1.098
69 C -4.016 -0.110 4.730  O14 1.381, H160 1.068, H168 1.107, H194 1.090
70 C 5.635 8.782 -3.784  O2 1.456, C67 1.487, H163 1.063, H165 1.082
71 C -6.166 0.143 -0.635  N38 1.431, C92 1.493, H147 1.141, H234 1.061
72 C 9.802 0.947 6.086  O8 1.417, H203 1.080, H248 1.089, H262 1.094
73 C 0.321 -6.614 -3.872  O32 1.441, C79 1.482, H207 1.139, H214 1.043
74 C -9.165 -2.803 -0.776  O3 1.411, C57 1.539, H212 1.070, H289 1.101
75 C 1.036 1.864 0.870  O12 1.298, C76 1.548, C102 1.327
76 C -0.418 1.857 0.340  O9 1.211, C75 1.548, C105 1.387
77 C 6.939 2.751 7.563  N36 1.433, C44 1.532, H208 1.117, H284 1.110
78 C 4.129 -2.203 3.381  O30 1.410, C51 1.451, H153 1.123, H279 1.119
79 C 1.160 -5.881 -4.849  N34 1.446, C73 1.482, H143 1.120, H177 1.083
80 C 1.994 3.733 4.806  N39 1.480, C83 1.536, H132 1.094, H221 1.129
81 C 4.057 0.299 7.456  O22 1.408, C85 1.517, H249 1.099, H269 1.100
82 C 1.750 6.506 2.285  O16 1.407, C62 1.468, H144 1.122, H188 1.109
83 C 1.441 2.301 4.837  O31 1.497, C80 1.536, H271 1.058, H283 1.118
84 C -4.626 3.614 2.868  O25 1.446, C55 1.573, H181 1.025, H231 1.105
85 C 4.857 1.510 7.894  N36 1.424, C81 1.517, H116 1.107, H137 1.098
86 C 2.966 -0.308 -6.239  O4 1.424, H159 1.060, H189 1.107, H264 1.080
87 C 1.484 -0.112 -0.406  O7 1.257, C46 1.485, C102 1.411
88 C 5.492 -6.549 -3.533  O21 1.390, H131 1.119, H202 1.100, H210 1.165
89 C -3.538 3.237 -3.008  N37 1.483, C109 1.492, H129 1.111, H235 1.076
90 C 0.052 4.284 -3.125  O15 1.372, C56 1.577, H263 1.111, H270 1.139
91 C -5.324 1.986 -5.930  O24 1.406, H206 1.053, H245 1.092, H268 1.124
92 C -7.370 0.995 -0.868  O18 1.466, C71 1.493, H141 1.118, H237 1.103
93 C 4.495 5.124 -0.747  O5 1.401, C108 1.503, H157 1.129, H217 1.115
94 C -0.753 -2.291 2.999  O10 1.463, C47 1.545, H115 1.099, H184 1.046
95 C 4.801 2.188 2.510  O17 1.429, C54 1.529, H162 1.135, H251 1.121
96 C 5.025 -0.264 -2.601  O28 1.425, C63 1.605, H126 1.084, H140 1.146
97 C -5.809 -4.716 1.003  O27 1.409, C48 1.513, H130 1.077, H272 1.138
98 C -5.462 -4.620 3.418  O27 1.444, H139 1.131, H190 1.069, H281 1.076
99 C -10.210 -2.303 1.240  O3 1.393, H121 1.096, H195 1.103, H200 1.135
100 C -1.628 -4.392 3.605  O10 1.427, H170 1.090, H172 1.085, H230 1.111
101 C -1.215 -4.308 0.159  O11 1.414, H193 1.102, H198 1.082, H225 1.089
102 C 1.893 0.956 0.422  C75 1.327, C87 1.411, H258 1.010
103 C -4.397 -3.633 -6.615  O13 1.448, C107 1.476, H135 1.125, H148 1.100
104 C -4.626 -0.581 1.034  N38 1.468, C106 1.505, H145 1.098, H275 1.080
105 C -0.787 0.791 -0.467  C46 1.349, C76 1.387, H288 1.141
106 C -4.428 -0.926 2.485  O14 1.455, C104 1.505, H133 1.099, H180 1.066
107 C -3.990 -2.764 -5.493  N41 1.484, C103 1.476, H138 1.126, H197 1.134
108 C 4.884 6.571 -0.869  N35 1.431, C93 1.503, H134 1.081, H255 1.107
109 C -4.668 3.185 -3.981  O24 1.414, C89 1.492, H173 1.069, H218 1.083
110 C 3.517 3.354 -2.053  O5 1.458, H118 1.079, H232 1.129, H257 1.084
111 C -4.717 -0.405 -3.582  O1 1.461, H117 1.028, H224 1.064, H253 1.088
112 C 0.444 1.938 -3.580  O15 1.476, H175 1.130, H233 1.104, H287 1.093
113 C -3.368 -2.124 -2.496  O1 1.418, C49 1.572, H136 1.117, H236 1.085
114 C -8.430 2.115 -2.744  O18 1.394, H122 1.068, H192 1.129, H274 1.082
115 H -0.954 -1.821 3.971  C94 1.099
116 H 4.235 2.395 7.661  C85 1.107
117 H -5.471 0.171 -3.185  C111 1.028
118 H 3.085 2.755 -1.266  C110 1.079
119 H 1.355 4.009 2.875  N39 1.044
120 H 4.299 -3.953 -0.110  C43 1.177
121 H -11.143 -1.951 0.784  C99 1.096
122 H -8.152 3.143 -2.818  C114 1.068
123 H -4.162 -5.433 -8.633  C61 1.086
124 H 5.891 -1.426 -0.972  C63 1.114
125 H 0.462 -5.580 1.727  C65 1.099
126 H 4.650 0.712 -2.887  C96 1.084
127 H -2.101 3.608 3.423  O26 0.985
128 H -6.049 0.925 1.181  N38 1.043
129 H -3.214 2.232 -2.661  C89 1.111
130 H -4.881 -5.179 0.710  C97 1.077
131 H 5.026 -7.031 -4.430  C88 1.119
132 H 3.059 3.814 4.565  C80 1.094
133 H -3.627 -1.672 2.585  C106 1.099
134 H 5.571 6.853 -0.083  C108 1.081
135 H -4.976 -2.978 -7.323  C103 1.125
136 H -2.960 -1.348 -1.804  C113 1.117
137 H 4.969 1.515 8.987  C85 1.098
138 H -4.896 -2.557 -4.858  C107 1.126
139 H -5.208 -3.807 4.163  C98 1.131
140 H 5.938 -0.382 -3.284  C96 1.146
141 H -8.278 0.429 -0.547  C92 1.118
142 H 0.303 4.683 3.901  N39 1.034
143 H 2.222 -5.904 -4.494  C79 1.120
144 H 2.599 7.223 2.130  C82 1.122
145 H -3.923 0.100 0.536  C104 1.098
146 H 1.885 -0.540 6.442  C58 1.074
147 H -6.247 -0.834 -1.220  C71 1.141
148 H -5.015 -4.491 -6.313  C103 1.100
149 H 2.856 -0.817 2.454  C51 1.068
150 H 7.961 2.573 5.668  C44 1.065
151 H -1.509 -2.809 -3.280  C49 1.055
152 H -7.855 -3.272 -2.283  C57 1.088
153 H 5.096 -1.920 2.885  C78 1.123
154 H -0.048 -4.335 -5.384  N34 1.024
155 H -1.458 4.932 -1.830  C56 1.059
156 H 3.815 -3.482 -1.728  C43 1.105
157 H 5.419 4.478 -0.812  C93 1.129
158 H -3.425 -6.193 -7.164  C61 1.124
159 H 2.054 0.228 -6.294  C86 1.060
160 H -4.723 -0.852 5.030  C69 1.068
161 H 6.257 1.540 3.933  C54 1.141
162 H 4.206 1.250 2.743  C95 1.135
163 H 5.860 9.814 -3.903  C70 1.063
164 H -9.140 -4.497 -2.159  C57 1.120
165 H 6.431 8.159 -4.171  C70 1.082
166 H -1.573 -7.932 -2.986  C45 1.114
167 H -1.991 -1.329 -4.084  C49 1.120
168 H -4.312 0.861 5.170  C69 1.107
169 H 3.378 10.039 -3.911  C60 1.105
170 H -2.552 -4.157 3.075  C100 1.090
171 H -2.906 2.641 0.457  O20 1.007
172 H -1.776 -4.216 4.665  C100 1.085
173 H -4.877 4.169 -4.344  C109 1.069
174 H 2.786 -5.004 1.120  C53 1.129
175 H 1.147 1.849 -2.699  C112 1.130
176 H 1.687 6.416 4.426  C62 1.101
177 H 1.119 -6.344 -5.828  C79 1.083
178 H 3.095 5.528 3.638  C62 1.124
179 H 0.384 -1.673 -2.087  O23 1.012
180 H -5.331 -1.393 2.806  C106 1.066
181 H -4.692 4.457 3.448  C84 1.025
182 H 5.399 -5.095 4.206  C66 1.080
183 H -2.407 -5.588 -8.532  C61 1.121
184 H -1.555 -2.094 2.356  C94 1.046
185 H -1.739 1.468 5.534  C64 1.085
186 H -6.937 -3.089 0.340  C48 1.082
187 H -2.115 3.671 -4.341  N37 1.013
188 H 1.703 5.817 1.416  C82 1.109
189 H 3.666 -0.006 -7.042  C86 1.107
190 H -4.763 -5.423 3.519  C98 1.069
191 H -0.586 0.826 4.314  C64 1.083
192 H -8.632 1.640 -3.748  C114 1.129
193 H -1.831 -4.507 1.051  C101 1.102
194 H -3.028 -0.371 5.109  C69 1.090
195 H -10.568 -2.695 2.207  C99 1.103
196 H 5.206 2.299 5.613  O6 1.000
197 H -3.700 -1.747 -5.904  C107 1.134
198 H -0.674 -3.379 0.280  C101 1.082
199 H -4.823 4.538 0.804  C55 1.143
200 H -9.517 -1.447 1.514  C99 1.135
201 H -3.186 4.570 1.486  C55 1.160
202 H 5.964 -7.319 -2.906  C88 1.100
203 H 9.698 -0.102 5.850  C72 1.080
204 H 2.922 -2.375 1.665  C51 1.087
205 H -2.122 -3.580 -5.225  N41 1.050
206 H -5.434 2.823 -6.561  C91 1.053
207 H 0.533 -6.209 -2.829  C73 1.139
208 H 6.537 3.726 7.193  C77 1.117
209 H 0.573 -0.589 2.589  C47 1.069
210 H 6.314 -5.833 -3.944  C88 1.165
211 H 1.545 -3.810 -1.914  O29 0.968
212 H -9.945 -2.465 -1.426  C74 1.070
213 H 0.984 -6.718 0.496  C65 1.061
214 H 0.386 -7.654 -3.836  C73 1.043
215 H 2.794 8.431 -3.557  C60 1.086
216 H 6.020 8.879 -1.637  C67 1.086
217 H 4.186 4.909 0.303  C93 1.115
218 H -5.546 2.866 -3.434  C109 1.083
219 H -5.816 -3.727 -0.936  C48 1.106
220 H -8.145 -5.117 -0.079  N42 1.007
221 H 1.738 4.101 5.843  C80 1.129
222 H 1.680 -3.682 0.444  C53 1.118
223 H 0.716 -1.952 -5.969  C50 1.101
224 H -3.824 0.149 -3.414  C111 1.064
225 H -1.887 -4.167 -0.686  C101 1.089
226 H -3.602 1.946 3.251  O25 0.973
227 H 2.002 -4.137 -6.558  C68 1.055
228 H 3.061 3.039 1.816  O17 1.025
229 H 0.857 -0.215 7.882  C58 1.095
230 H -1.488 -5.493 3.552  C100 1.111
231 H -5.610 3.110 2.850  C84 1.105
232 H 2.881 3.353 -2.985  C110 1.129
233 H -0.529 1.577 -3.203  C112 1.104
234 H -5.342 0.681 -1.032  C71 1.061
235 H -3.921 3.627 -2.081  C89 1.076
236 H -3.514 -3.100 -2.046  C113 1.085
237 H -7.425 1.898 -0.238  C92 1.103
238 H -1.325 3.868 2.221  O26 1.013
239 H 8.969 3.280 6.799  C44 1.096
240 H 2.075 -1.496 7.723  C58 1.064
241 H 6.103 -3.736 3.368  C66 1.099
242 H 2.911 -3.858 -5.041  C68 1.098
243 H 5.258 -6.092 -0.890  C52 1.101
244 H 1.549 -3.120 3.521  N33 1.011
245 H -6.303 1.723 -5.524  C91 1.092
246 H -1.288 3.173 -1.860  C56 1.099
247 H -1.557 -6.341 -2.100  C45 1.091
248 H 10.756 1.205 6.544  C72 1.089
249 H 4.048 0.310 6.358  C81 1.099
250 H 4.669 6.589 -2.886  N35 1.040
251 H 5.479 1.859 1.680  C95 1.121
252 H 0.902 -3.548 -3.292  O29 0.994
253 H -4.954 -0.522 -4.637  C111 1.088
254 H 1.914 -1.754 -4.618  C50 1.127
255 H 3.978 7.138 -0.583  C108 1.107
256 H -0.282 0.621 5.996  C64 1.046
257 H 4.543 3.049 -2.226  C110 1.084
258 H 2.863 1.109 0.658  C102 1.010
259 H 0.718 -1.900 1.456  C47 1.127
260 H 5.582 -3.518 5.124  C66 1.123
261 H 6.515 0.783 6.952  N36 1.021
262 H 9.694 1.558 5.186  C72 1.094
263 H 0.887 4.303 -2.392  C90 1.111
264 H 3.481 -0.181 -5.298  C86 1.080
265 H 3.382 -1.242 -2.322  O28 0.998
266 H 2.595 -6.046 -1.076  N40 1.042
267 H 4.417 8.860 -2.015  C67 1.116
268 H -4.968 1.194 -6.643  C91 1.124
269 H 4.587 -0.652 7.611  C81 1.100
270 H -0.036 5.302 -3.627  C90 1.139
271 H 1.510 1.750 3.936  C83 1.058
272 H -6.504 -5.585 1.242  C97 1.138
273 H 2.708 9.099 -5.255  C60 1.157
274 H -9.293 1.921 -2.121  C114 1.082
275 H -4.532 -1.502 0.477  C104 1.080
276 H 0.696 8.211 0.613  C59 1.129
277 H -0.300 6.800 0.494  C59 1.098
278 H 4.692 -0.284 -0.336  C63 1.153
279 H 4.014 -1.611 4.323  C78 1.119
280 H 5.916 -4.647 -1.691  C52 1.126
281 H -6.365 -5.022 3.843  C98 1.076
282 H -2.932 -6.656 -3.244  C45 1.132
283 H 1.941 1.723 5.653  C83 1.118
284 H 7.066 2.838 8.662  C77 1.110
285 H 7.285 0.535 -1.366  O19 0.981
286 H -0.924 8.110 1.434  C59 1.073
287 H 0.800 1.280 -4.376  C112 1.093
288 H -1.869 0.565 -0.747  C105 1.141
289 H -8.600 -1.888 -0.540  C74 1.101
290 H 6.409 3.278 3.565  C54 1.095

Atom charges from the Löwdin analysis, given in e for atoms 1 to 8:
1. O -0.23
2. O -0.19
3. O -0.18
4. O -0.18
5. O -0.20
6. O -0.12
7. O 0.02
8. O -0.20